1.
Here is a 7-piece molecular cluster, C42H74NO21 overall from the OMol25 dataset. Energies are from ωB97M-V/def2-TZVPD.

Each line ends with the Mulliken charge.
Positions of all 138 atoms, in Å:
C1 1.247 1.058 -0.169  -1.472
C2 0.595 -0.253 -0.615  0.423
C3 -0.005 -1.017 0.564  -0.969
C4 -0.529 -2.424 0.253  -0.832
C5 -1.738 -2.425 -0.684  -0.937
N1 -1.942 -3.713 -1.441  0.471
C6 -3.421 -3.936 -1.687  -0.543
C7 -4.103 -4.793 -0.629  -0.683
C8 -4.323 -6.263 -0.990  -1.100
C9 -5.647 -6.527 -1.734  -0.652
C10 -5.589 -6.438 -3.277  -0.873
C11 -6.622 -5.508 -3.973  -0.735
C12 -6.016 -4.516 -4.995  -0.636
C13 -6.581 -3.068 -4.971  -0.840
C14 -5.529 -2.048 -4.541  0.406
C15 -4.463 -1.787 -5.586  -0.635
O1 -3.456 -0.956 -5.017  -0.280
C16 -2.678 -0.288 -5.989  -0.814
C17 -1.212 -3.776 -2.756  -0.963
C18 0.227 -3.296 -2.763  -0.001
C19 0.873 -3.526 -4.140  -1.005
C20 2.414 -3.530 -4.072  -0.833
C21 3.065 -2.183 -4.464  -0.322
C22 4.239 -2.300 -5.449  -0.643
O2 5.236 -1.333 -5.132  -0.375
C23 6.159 -1.575 -4.159  0.654
C24 6.928 -2.872 -4.229  -0.856
O3 6.396 -0.724 -3.354  -0.532
H1 1.549 1.649 -1.035  0.386
H2 2.129 0.874 0.448  0.233
H3 0.533 1.661 0.399  0.338
H4 1.349 -0.882 -1.104  0.027
H5 -0.171 -0.024 -1.367  0.257
H6 -0.815 -0.431 1.017  0.337
H7 0.768 -1.120 1.332  0.425
H8 0.283 -3.046 -0.124  0.450
H9 -0.857 -2.873 1.197  0.370
H10 -1.729 -1.630 -1.435  0.334
H11 -2.641 -2.294 -0.084  0.654
H12 -1.651 -4.487 -0.843  0.580
H13 -3.861 -2.948 -1.744  0.460
H14 -3.510 -4.395 -2.673  0.354
H15 -5.065 -4.311 -0.472  0.079
H16 -3.557 -4.730 0.323  0.445
H17 -3.483 -6.637 -1.592  0.369
H18 -4.310 -6.832 -0.056  0.457
H19 -6.412 -5.850 -1.340  0.297
H20 -5.970 -7.536 -1.466  0.423
H21 -5.734 -7.456 -3.654  0.488
H22 -4.581 -6.162 -3.599  0.465
H23 -7.193 -4.951 -3.217  0.256
H24 -7.350 -6.130 -4.499  0.400
H25 -6.146 -4.918 -6.004  0.461
H26 -4.931 -4.477 -4.841  0.220
H27 -6.975 -2.797 -5.956  0.442
H28 -7.424 -3.003 -4.269  0.303
H29 -5.974 -1.096 -4.237  0.455
H30 -5.027 -2.451 -3.670  -0.658
H31 -3.995 -2.731 -5.907  0.279
H32 -4.901 -1.313 -6.475  0.468
H33 -2.312 -0.975 -6.764  0.344
H34 -3.251 0.511 -6.473  0.310
H35 -1.819 0.147 -5.476  0.237
H36 -1.264 -4.819 -3.085  0.499
H37 -1.818 -3.179 -3.445  0.310
H38 0.243 -2.222 -2.554  -0.200
H39 0.818 -3.781 -1.984  0.534
H40 0.557 -2.708 -4.795  0.379
H41 0.499 -4.453 -4.588  0.569
H42 2.721 -3.781 -3.052  0.332
H43 2.800 -4.333 -4.706  0.518
H44 2.303 -1.530 -4.898  0.341
H45 3.455 -1.677 -3.577  0.161
H46 3.928 -2.075 -6.471  0.293
H47 4.643 -3.316 -5.454  0.279
H48 6.480 -3.644 -4.848  0.322
H49 7.912 -2.633 -4.639  0.288
H50 7.071 -3.245 -3.215  0.283
C25 3.987 5.817 -0.110  -0.417
C26 3.410 4.778 -1.058  -0.428
O4 2.793 3.853 -0.145  -0.203
C27 2.524 4.500 1.005  0.638
O5 1.876 4.044 1.897  -0.492
O6 3.095 5.716 1.015  -0.312
H51 3.970 6.831 -0.495  0.334
H52 4.993 5.565 0.226  0.265
H53 2.637 5.189 -1.707  0.298
H54 4.155 4.258 -1.653  0.345
C28 4.501 1.748 3.903  -0.321
C29 4.944 1.952 2.464  0.507
O7 6.223 2.575 2.625  -0.352
C30 6.712 2.246 3.843  0.628
O8 7.817 2.456 4.218  -0.502
O9 5.758 1.630 4.577  -0.365
H55 3.915 0.848 4.063  0.355
H56 3.966 2.610 4.303  0.239
H57 5.078 1.008 1.933  0.222
H58 4.286 2.602 1.893  -0.492
C31 -9.360 -1.100 -0.170  -0.281
C32 -8.637 -1.353 1.142  -0.351
O10 -7.900 -2.552 0.849  -0.345
C33 -7.744 -2.642 -0.483  0.438
O11 -7.052 -3.446 -1.028  -0.343
O12 -8.473 -1.715 -1.120  -0.294
H59 -9.484 -0.050 -0.417  0.286
H60 -10.323 -1.608 -0.222  0.264
H61 -7.925 -0.563 1.385  0.252
H62 -9.293 -1.529 1.988  0.298
C34 8.437 1.084 7.781  -0.344
C35 7.870 0.053 6.823  0.149
O13 7.309 -0.915 7.719  -0.364
C36 7.042 -0.308 8.899  0.638
O14 6.419 -0.795 9.784  -0.521
O15 7.582 0.931 8.921  -0.343
H63 8.380 2.103 7.411  0.268
H64 9.461 0.857 8.082  0.282
H65 7.073 0.464 6.207  -0.046
H66 8.618 -0.418 6.192  0.317
C37 1.786 6.974 3.986  -0.097
C38 0.453 6.665 3.329  -0.122
O16 -0.348 7.784 3.730  -0.367
C39 0.469 8.816 4.025  0.634
O17 0.113 9.927 4.252  -0.532
O18 1.757 8.407 4.050  -0.361
H67 2.645 6.650 3.408  0.161
H68 1.851 6.583 5.002  0.229
H69 0.521 6.657 2.241  0.177
H70 -0.003 5.741 3.671  0.309
C40 1.037 9.784 7.350  0.021
C41 1.262 11.003 8.227  -0.355
O19 1.367 10.419 9.531  -0.328
C42 1.743 9.127 9.402  0.624
O20 2.072 8.421 10.296  -0.528
O21 1.690 8.753 8.102  -0.313
H71 1.481 9.863 6.364  0.093
H72 -0.021 9.533 7.256  0.205
H73 2.199 11.512 7.997  0.271
H74 0.444 11.717 8.211  0.296

Output
HOMO-LUMO gap, eV: 9.50
Electronic energy, a.u.: -3279.364508
Relative energy (zero: lowest compared OMol25 entry of this formula, charge and spin), eV: 0.804
Maximum force, eV/A: 0.470
Net charge: +1
LUMO, eV: -2.17

---

2.
Here is C6H13NO as an isolated structure in a non-equilibrium geometry from the OMol25 dataset. Energies are from ωB97M-V/def2-TZVPD.

Each line ends with the natural charge from an NBO analysis.
Positions of all 21 atoms, in Å:
C1 -0.498 -0.365 -0.251  -0.232
C2 1.371 -0.858 -0.755  -0.379
C3 -1.182 -1.566 0.345  -0.625
C4 2.056 0.141 -1.649  -0.644
N1 -1.740 1.550 0.800  -0.476
C5 -0.039 0.648 0.582  0.247
C6 0.835 1.167 1.412  -0.471
O1 -3.009 0.898 0.793  -0.598
H1 -3.130 0.648 1.720  0.462
H2 -1.827 2.252 0.060  0.322
H3 -0.875 -0.042 -1.220  0.231
H4 1.935 -1.138 0.134  0.192
H5 1.082 -1.769 -1.278  0.195
H6 -0.673 -1.906 1.248  0.214
H7 -2.211 -1.297 0.608  0.241
H8 -1.219 -2.388 -0.374  0.217
H9 1.865 0.835 1.453  0.222
H10 0.532 1.988 2.050  0.247
H11 1.394 0.476 -2.454  0.209
H12 2.942 -0.295 -2.128  0.218
H13 2.393 1.022 -1.097  0.208

Output
HOMO-LUMO gap, eV: 8.29
Electronic energy, a.u.: -366.186526
Relative energy (zero: lowest compared OMol25 entry of this formula, charge and spin), eV: 6.731
Maximum force, eV/A: 6.049
Net charge: 0
LUMO, eV: 1.02

---

3.
Here is a 2-piece molecular cluster, C3HBr2FN2 overall in a non-equilibrium geometry from the OMol25 dataset. Energies are from ωB97M-V/def2-TZVPD.

Each line ends with the natural charge from an NBO analysis.
Positions of all 9 atoms, in Å:
C1 0.462 -1.548 -0.369  0.376
C2 -2.219 1.258 -0.192  0.044
C3 -0.481 -1.335 0.385  -0.012
N1 -1.732 0.465 0.573  -0.050
N2 -1.500 -0.688 0.916  -0.250
F1 1.486 -2.135 -0.875  -0.262
Br1 -2.008 3.067 -0.392  0.151
Br2 2.606 0.963 0.372  -0.217
H1 3.386 -0.047 -0.417  0.220

Output
HOMO-LUMO gap, eV: 7.65
Electronic energy, a.u.: -5472.076484
Relative energy (zero: lowest compared OMol25 entry of this formula, charge and spin), eV: 0.073
Maximum force, eV/A: 2.914
Net charge: 0
LUMO, eV: -0.91